No. 1
Formula: C13H26N4NiO4P
Source: the Open Molecules 2025 dataset
Level of theory: wB97M-V/def2-TZVPD

Output
HOMO-LUMO gap (spin up / spin down) = 8.986 / 9.539 eV
LUMO level (spin up / spin down) = -2.27 / -2.34 eV
HOMO energy (spin up / spin down) = -0.414 / -0.436 Ha
Relative energy (zero: lowest compared OMol25 entry of this formula, charge and spin) = 0.0 kcal per mole
E_tot = -2880.5174 Ha
Charge = +1
2S+1 = 3

```
49
C13H26N4NiO4P wB97M-V/def2-TZVPD
Ni 0.1153 0.3145 0.9189
P -1.8538 -1.7212 -0.7794
O -2.7433 -1.5631 -1.9600
O 0.0290 -1.4138 2.1318
O -1.5408 -0.5265 0.0956
O 0.1848 -2.1656 4.2355
N 1.5613 0.6885 2.4758
N -2.1241 -2.7234 1.7550
N -0.5782 2.2190 0.3499
N -0.1465 -1.4662 -2.7904
C 0.3348 3.2809 0.7894
C -2.3396 -3.0913 0.3396
C -1.9460 2.5121 0.8052
C 2.3684 0.9780 -3.2766
C 1.2422 1.6714 -2.8482
C 1.2645 0.4605 -0.7203
C -0.5517 2.1193 -1.1266
C 2.4120 -0.1967 -1.1744
C -0.2808 -2.3177 -1.5683
C 0.4797 -1.3673 3.3934
C 2.9595 0.0468 -2.4325
C 0.7036 1.4128 -1.5890
C 1.3558 -0.1548 3.6678
H -1.4297 1.5372 -1.4133
H -2.6044 1.7020 0.4999
H -2.2871 -3.5210 2.3618
H -1.9584 2.5966 1.8924
H -0.6489 3.1151 -1.5739
H 0.7874 2.4151 -3.4948
H 3.8544 -0.4764 -2.7468
H 2.7925 1.1804 -4.2516
H 2.9006 -0.9366 -0.5441
H 1.3478 3.0552 0.4585
H -1.7238 -3.9622 0.1093
H 0.4348 -1.8840 -3.5130
H 0.6142 -2.2146 -0.9623
H 0.8391 0.4224 4.4346
H 0.0347 4.2485 0.3744
H -3.3755 -3.3600 0.1259
H -0.8323 -2.0589 1.9992
H 2.2878 -0.5051 4.1113
H -1.1150 -1.3128 -3.1279
H -2.3084 3.4541 0.3808
H 1.7143 1.6517 2.7499
H 2.3980 0.4058 1.9749
H 0.2604 -0.5501 -2.5372
H -2.7935 -2.0072 2.0214
H -0.4065 -3.3479 -1.8980
H 0.3113 3.3564 1.8765
```

The net atomic charges from Löwdin, expressed in e, are:
1 Ni 0.623
2 P 0.448
3 O -0.315
4 O -0.036
5 O -0.353
6 O 0.133
7 N 0.015
8 N -0.005
9 N -0.327
10 N 0.152
11 C -0.071
12 C -0.239
13 C -0.064
14 C -0.088
15 C -0.052
16 C -0.166
17 C -0.151
18 C -0.138
19 C -0.178
20 C -0.519
21 C -0.096
22 C -0.277
23 C -0.107
24 H 0.121
25 H 0.080
26 H 0.122
27 H 0.094
28 H 0.135
29 H 0.119
30 H 0.105
31 H 0.108
32 H 0.095
33 H 0.093
34 H 0.099
35 H 0.167
36 H 0.085
37 H 0.140
38 H 0.102
39 H 0.102
40 H 0.066
41 H 0.137
42 H 0.136
43 H 0.102
44 H 0.096
45 H 0.103
46 H 0.095
47 H 0.117
48 H 0.107
49 H 0.085



No. 2
Formula: C13H26N6O6Yb
Source: the Open Molecules 2025 dataset
Level of theory: wB97M-V/def2-TZVPD

Output
HOMO-LUMO gap (spin up / spin down) = 4.780 / 4.637 eV
LUMO level (spin up / spin down) = -5.66 / -5.77 eV
HOMO energy (spin up / spin down) = -0.384 / -0.382 Ha
Relative energy (zero: lowest compared OMol25 entry of this formula, charge and spin) = 87.4 kcal per mole
E_tot = -2449.1263 Ha
Charge = +1
2S+1 = 2

```
52
C13H26N6O6Yb wB97M-V/def2-TZVPD
Yb 0.5252 -0.7111 -0.6774
O -0.5395 -3.4622 -2.3749
O 0.6321 -1.3731 -3.4131
O -0.7046 -3.3311 1.1053
O -2.2042 -0.6414 -2.1702
O 1.5754 2.2561 -1.1386
O 2.4189 1.0235 1.7952
N -1.2288 0.1264 -2.1265
N -1.1511 1.0746 0.8923
N 1.7468 -0.1731 1.4299
N 0.7053 1.4965 -1.6634
N -2.2381 2.0181 2.5918
N 0.2462 -2.2734 1.0985
C -0.9182 0.9451 -3.2196
C 2.2713 -0.7294 3.8050
C 2.6419 -1.4791 -1.4185
C 0.1710 1.7904 -2.9165
C 0.8047 -2.1376 2.3056
C 1.6568 -0.9954 2.4831
C 0.3542 -2.9544 3.4450
C -1.3189 1.0792 2.2093
C -2.6440 2.6668 1.4505
C 0.8798 2.6738 -3.8629
C -1.9462 2.0949 0.4126
C -2.7410 2.2804 3.9314
C -1.5135 0.7482 -4.5579
H -1.9767 2.3743 -0.6242
H 0.8937 3.7230 -3.5157
H -3.8196 2.0981 3.9985
H 0.3639 2.6276 -4.8264
H -3.3638 3.4501 1.4675
H -1.1648 -0.2382 -4.8959
H 3.0742 -1.4386 4.0365
H 1.9000 2.2721 -4.0087
H -0.3046 -2.3671 4.1001
H -1.1123 1.5063 -5.2411
H -0.3539 -2.7392 -3.0637
H 2.6652 0.2824 3.8755
H -2.2415 1.6265 4.6501
H 2.2755 -1.8706 -2.3810
H 2.4419 1.6251 1.0115
H 1.1736 -3.2686 4.0858
H 1.5530 -0.8573 4.6158
H -2.6119 0.8294 -4.5683
H -1.2010 -3.2870 0.2517
H -0.1765 -3.8410 3.1041
H 3.0364 -2.2592 -0.7553
H 1.0975 -1.5929 -4.2356
H -2.5541 3.3165 4.2305
H 0.3443 -3.7255 -2.1079
H -0.8340 0.4453 2.9419
H 3.4138 -0.7040 -1.5614
```

The net atomic charges from Löwdin, expressed in e, are:
1 Yb 1.657
2 O -0.126
3 O -0.433
4 O -0.040
5 O 0.072
6 O 0.016
7 O -0.033
8 N -0.144
9 N 0.002
10 N -0.024
11 N -0.112
12 N -0.121
13 N -0.054
14 C -0.213
15 C 0.003
16 C -0.309
17 C -0.221
18 C -0.252
19 C -0.265
20 C 0.004
21 C -0.145
22 C -0.043
23 C 0.010
24 C -0.140
25 C -0.006
26 C 0.009
27 H 0.087
28 H 0.111
29 H 0.102
30 H 0.078
31 H 0.122
32 H 0.107
33 H 0.115
34 H 0.122
35 H 0.115
36 H 0.081
37 H 0.000
38 H 0.087
39 H 0.093
40 H -0.066
41 H 0.101
42 H 0.101
43 H 0.093
44 H 0.109
45 H 0.110
46 H 0.091
47 H -0.043
48 H -0.013
49 H 0.101
50 H 0.015
51 H 0.123
52 H -0.032



No. 3
Formula: C13H26O4
Source: the Open Molecules 2025 dataset
Level of theory: wB97M-V/def2-TZVPD

Output
HOMO-LUMO gap = 10.934 eV
LUMO level = 0.81 eV
Structure (SMILES) = CCCCCCCCCC(=O)OC[C@H](O)CO
HOMO energy = -0.372 Ha
Relative energy (zero: lowest compared OMol25 entry of this formula, charge and spin) = 2.6 kcal per mole
E_tot = -811.9183 Ha
Charge = 0

```
43
C13H26O4 wB97M-V/def2-TZVPD
O 0.6182 3.9889 0.4061
O 2.0520 -0.6980 -1.5103
O 1.2419 1.9207 -1.2802
O 2.9694 -0.2147 0.4770
C 1.7501 1.8880 0.0329
C 2.4374 -1.0479 -0.4206
C -0.0737 -2.8654 0.5272
C 1.8614 3.3527 0.4822
C -2.0101 0.3983 1.4342
C -3.3629 0.8833 -0.7063
C -1.7461 -1.0948 1.2326
C 2.4104 -2.4681 0.0828
C -3.0412 -0.0560 -1.8644
C 1.1344 -3.1977 -0.3491
C 3.1027 1.1636 0.1187
C -2.1436 1.2331 0.1577
C -0.4180 -1.3780 0.5342
H -2.6778 -1.0165 -1.5105
H 1.3117 -4.2739 -0.3101
H 0.2475 3.7711 -0.4598
H -4.1389 0.4385 -0.0794
H -2.9279 0.5104 2.0177
H -2.2796 0.3831 -2.5057
H 0.3708 -0.8305 1.0549
H 1.3556 1.0370 -1.6717
H 3.2781 -2.9675 -0.3567
H -0.4596 -1.0188 -0.4947
H 3.7227 1.5916 0.9070
H -1.1958 0.8174 2.0324
H -1.7340 -1.5739 2.2159
H -3.7752 1.8040 -1.1254
H 2.1852 3.4121 1.5231
H 2.5288 -2.4676 1.1662
H -2.5634 -1.5423 0.6653
H -3.9316 -0.2316 -2.4654
H 0.9206 -2.9272 -1.3851
H 1.0376 1.3748 0.7000
H 2.5987 3.8602 -0.1576
H 3.6179 1.2439 -0.8448
H -1.2396 1.1474 -0.4453
H -0.9322 -3.4288 0.1535
H -2.2185 2.2773 0.4704
H 0.1168 -3.1983 1.5508
```

The net atomic charges from Löwdin, expressed in e, are:
1 O -0.047
2 O 0.104
3 O -0.036
4 O 0.014
5 C -0.346
6 C -0.497
7 C -0.199
8 C -0.224
9 C -0.210
10 C -0.252
11 C -0.206
12 C -0.084
13 C -0.108
14 C -0.190
15 C -0.087
16 C -0.216
17 C -0.216
18 H 0.054
19 H 0.111
20 H 0.085
21 H 0.104
22 H 0.109
23 H 0.074
24 H 0.108
25 H 0.070
26 H 0.132
27 H 0.109
28 H 0.136
29 H 0.106
30 H 0.114
31 H 0.101
32 H 0.128
33 H 0.128
34 H 0.104
35 H 0.068
36 H 0.115
37 H 0.141
38 H 0.132
39 H 0.146
40 H 0.085
41 H 0.116
42 H 0.108
43 H 0.117



No. 4
Formula: C13H27AuClIN2OP2
Source: the Open Molecules 2025 dataset
Level of theory: wB97M-V/def2-TZVPD

Output
HOMO-LUMO gap (spin up / spin down) = 5.953 / 5.198 eV
LUMO level (spin up / spin down) = -7.75 / -8.51 eV
HOMO energy (spin up / spin down) = -0.504 / -0.504 Ha
Relative energy (zero: lowest compared OMol25 entry of this formula, charge and spin) = 104.9 kcal per mole
E_tot = -2271.8177 Ha
Charge = +2
2S+1 = 3

```
48
C13H27AuClIN2OP2 wB97M-V/def2-TZVPD
Au -0.0274 -0.0851 0.5211
I -4.2453 2.6160 1.6110
Cl -2.7459 0.2145 0.5242
P -1.3062 -1.2325 2.4188
P -1.6504 1.4481 -1.9287
O 6.2946 -1.4985 -0.5380
N 1.7850 -0.0240 -0.3556
N 6.5425 0.7001 -0.2045
C 2.3237 -1.1924 -0.4160
C 5.7988 -0.4014 -0.3931
C 3.7687 1.1750 -0.0214
C -2.7438 0.4653 -2.9743
C 4.3676 -0.1189 -0.3909
C 0.2674 -1.5974 3.1757
C 3.6523 -1.3108 -0.5997
C -2.2593 -2.6607 1.9434
C 2.3720 1.1823 0.0014
C -2.3745 -0.3257 3.4963
C -2.8542 -1.5784 -1.0139
C -2.7017 2.8399 -1.5843
C -0.1620 2.0889 -2.7208
H -3.6776 2.5542 -1.2048
H -2.2301 3.5085 -0.8872
H -3.6586 0.2414 -2.4042
H 7.5045 0.4499 -0.3051
H 4.3743 2.0510 0.2837
H 0.7932 -2.3202 2.5457
H -1.7212 -3.3195 1.2658
H -2.3623 -3.1027 2.9305
H -3.8553 -1.4353 -1.2021
H 0.8333 -0.6690 3.3076
H -0.5983 2.4998 -3.6369
H -2.4131 -2.3851 -0.3666
H 0.2408 2.8597 -2.0595
H -3.2401 -2.3671 1.5537
H -1.9961 0.6392 3.7745
H 6.1418 1.6461 -0.0856
H 1.4968 -1.8944 -0.5481
H -2.1187 -1.3637 -1.8937
H -2.3783 -1.0020 4.3488
H -0.0520 -2.0316 4.1265
H 0.5524 1.2908 -2.9175
H -2.7865 3.2614 -2.5785
H 4.0690 -2.2440 -0.8434
H -3.3922 -0.2062 3.1441
H -2.9162 1.1910 -3.7578
H 1.5528 1.8784 0.2028
H -2.2644 -0.4350 -3.3434
```

The net atomic charges from Löwdin, expressed in e, are:
1 Au 0.629
2 I 0.315
3 Cl 0.089
4 P 0.586
5 P 0.848
6 O 0.104
7 N -0.193
8 N 0.193
9 C -0.169
10 C -0.539
11 C 0.063
12 C -0.244
13 C -0.051
14 C -0.280
15 C 0.054
16 C -0.266
17 C -0.093
18 C -0.289
19 C 0.052
20 C -0.298
21 C -0.208
22 H -0.025
23 H 0.044
24 H 0.058
25 H 0.128
26 H 0.123
27 H 0.053
28 H 0.057
29 H 0.066
30 H 0.005
31 H 0.053
32 H 0.071
33 H 0.023
34 H 0.064
35 H 0.047
36 H 0.053
37 H 0.113
38 H 0.112
39 H 0.047
40 H 0.066
41 H 0.053
42 H 0.055
43 H 0.071
44 H 0.128
45 H 0.014
46 H 0.073
47 H 0.092
48 H 0.052



No. 5
Formula: C13H27BN2O4
Source: the Open Molecules 2025 dataset
Level of theory: wB97M-V/def2-TZVPD

Output
HOMO-LUMO gap = 8.863 eV
LUMO level = 0.51 eV
Structure (SMILES) = N[C@@](CCCCB(O)O)(CCN1CCCCC1)C(=O)O
HOMO energy = -0.307 Ha
Relative energy (zero: lowest compared OMol25 entry of this formula, charge and spin) = 24.2 kcal per mole
E_tot = -946.9835 Ha
Charge = 0

```
47
C13H27BN2O4 wB97M-V/def2-TZVPD
O -1.4687 -3.2854 5.0527
O -0.5020 -2.2458 0.0019
O -0.3635 -3.0537 2.9357
O -1.7317 -1.5335 -1.7611
N 0.0555 0.1791 0.9415
N 1.4700 1.4692 -1.2034
C -1.1419 0.0260 0.0487
C -1.1477 -1.3778 -0.5374
C 2.7031 3.2931 -2.3891
C -1.0214 1.0596 -1.1304
C -2.4776 -0.6811 2.0743
C 0.2877 0.8837 -1.9296
C -2.3888 0.2732 0.8781
C 3.9837 2.4780 -2.3284
C -2.9326 -2.9850 2.9689
C -3.0221 -2.0607 1.7524
C 3.6092 0.9973 -2.4234
C 1.7229 2.9333 -1.2645
C 2.7402 0.6784 -1.2430
B -1.5103 -3.0950 3.6684
H -4.0553 -2.0751 1.3578
H 0.2316 1.3143 -2.9412
H 2.9623 4.3688 -2.2890
H 2.0968 3.3560 -0.3132
H -2.4064 -2.5176 0.9774
H -1.5883 -2.4880 -1.9301
H 0.4495 -0.7405 1.1217
H 4.5012 2.6612 -1.3562
H 2.1993 3.1725 -3.3643
H -1.0614 2.0597 -0.6522
H 0.6771 0.6709 0.2991
H -1.5267 -0.7967 2.6073
H 3.0202 0.7752 -3.3389
H -3.3261 -3.9750 2.7949
H 4.7152 2.7440 -3.1071
H 0.4267 -0.1756 -2.1424
H 3.2337 0.9860 -0.2907
H -3.2607 0.1894 0.2388
H 0.7472 3.4461 -1.4813
H -1.9378 0.9626 -1.7245
H -3.5179 -2.5588 3.7881
H -0.5183 -3.5560 5.2015
H -2.3801 1.3118 1.2611
H -0.3871 -2.8619 1.9416
H 2.4990 -0.3707 -1.1554
H -3.1736 -0.2330 2.8145
H 4.5157 0.3773 -2.4297
```

The net atomic charges from Löwdin, expressed in e, are:
1 O 0.127
2 O 0.075
3 O 0.147
4 O 0.123
5 N 0.122
6 N -0.195
7 C -0.426
8 C -0.461
9 C -0.207
10 C -0.097
11 C -0.186
12 C -0.150
13 C -0.131
14 C -0.216
15 C -0.089
16 C -0.222
17 C -0.200
18 C -0.172
19 C -0.197
20 B -0.679
21 H 0.124
22 H 0.117
23 H 0.114
24 H 0.122
25 H 0.082
26 H 0.144
27 H 0.072
28 H 0.122
29 H 0.113
30 H 0.125
31 H 0.032
32 H 0.107
33 H 0.123
34 H 0.104
35 H 0.109
36 H 0.111
37 H 0.131
38 H 0.121
39 H 0.125
40 H 0.119
41 H 0.107
42 H 0.125
43 H 0.130
44 H 0.104
45 H 0.111
46 H 0.129
47 H 0.113